{"formula": "C73H51N2O10", "method": "wB97M-V/def2-TZVPD", "symbols": ["C", "C", "N", "C", "N", "C", "C", "C", "C", "O", "O", "C", "C", "C", "C", "C", "C", "C", "C", "C", "C", "H", "H", "H", "H", "H", "H", "H", "H", "H", "H", "H", "H", "H", "H", "H", "H", "H", "H", "H", "C", "C", "C", "C", "C", "C", "C", "O", "C", "C", "C", "C", "C", "C", "C", "O", "H", "H", "H", "H", "H", "H", "H", "H", "C", "C", "C", "C", "C", "C", "C", "O", "C", "C", "C", "C", "C", "C", "C", "O", "H", "H", "H", "H", "H", "H", "H", "H", "C", "C", "C", "C", "C", "C", "C", "O", "C", "C", "C", "C", "C", "C", "C", "O", "H", "H", "H", "H", "H", "H", "H", "H", "C", "C", "C", "C", "C", "C", "C", "O", "C", "C", "C", "C", "C", "C", "C", "O", "H", "H", "H", "H", "H", "H", "H", "H"], "xyz": [[-0.278, -1.514, -4.956], [-0.515, -0.697, -3.721], [0.358, -0.155, -2.988], [-1.957, -0.504, -3.274], [-2.333, -1.388, -2.136], [-1.469, -1.478, -1.107], [-1.735, -2.272, -0.028], [-2.916, -3.000, -0.006], [-3.304, -3.934, 1.121], [-4.163, -4.757, 0.966], [-2.603, -3.823, 2.258], [-3.794, -2.884, -1.070], [-3.513, -2.058, -2.135], [-4.454, -1.933, -3.292], [-3.944, -2.698, -4.499], [-3.955, -2.092, -5.749], [-3.473, -2.757, -6.864], [-2.964, -4.046, -6.761], [-2.393, -4.762, -7.946], [-2.970, -4.651, -5.506], [-3.452, -3.991, -4.391], [0.640, -1.185, -5.436], [-0.215, -2.572, -4.708], [-1.088, -1.387, -5.672], [1.301, -0.317, -3.343], [-2.121, 0.524, -2.956], [-2.606, -0.714, -4.111], [-0.572, -0.884, -1.168], [-1.007, -2.328, 0.768], [-2.238, -2.941, 2.395], [-4.720, -3.439, -1.056], [-5.429, -2.285, -2.966], [-4.553, -0.886, -3.574], [-4.357, -1.091, -5.854], [-3.498, -2.259, -7.823], [-2.781, -4.383, -8.886], [-1.308, -4.645, -7.943], [-2.580, -5.830, -7.873], [-2.589, -5.657, -5.406], [-3.441, -4.513, -3.442], [-0.055, 3.758, 5.357], [0.277, 2.428, 5.129], [0.294, 1.926, 3.839], [-0.027, 2.753, 2.769], [-0.375, 4.087, 3.001], [-0.382, 4.586, 4.296], [-0.757, 4.993, 1.881], [-1.058, 6.148, 2.083], [-0.757, 4.425, 0.500], [-1.150, 5.228, -0.564], [-1.147, 4.720, -1.853], [-0.739, 3.410, -2.085], [-0.348, 2.608, -1.027], [-0.366, 3.107, 0.268], [0.014, 2.200, 1.389], [0.323, 1.043, 1.175], [-0.059, 4.150, 6.365], [0.527, 1.783, 5.961], [0.562, 0.896, 3.648], [-0.643, 5.623, 4.460], [-1.455, 6.247, -0.369], [-1.451, 5.349, -2.679], [-0.713, 3.021, -3.096], [-0.006, 1.596, -1.198], [2.961, 11.119, 8.148], [2.056, 12.104, 8.528], [0.943, 12.365, 7.748], [0.732, 11.646, 6.579], [1.646, 10.664, 6.190], [2.757, 10.400, 6.982], [1.461, 9.895, 4.927], [2.244, 9.028, 4.598], [0.279, 10.226, 4.081], [0.106, 9.558, 2.876], [-0.993, 9.837, 2.083], [-1.927, 10.783, 2.490], [-1.758, 11.456, 3.688], [-0.653, 11.184, 4.485], [-0.482, 11.935, 5.763], [-1.301, 12.752, 6.124], [3.828, 10.914, 8.762], [2.221, 12.668, 9.436], [0.228, 13.124, 8.034], [3.454, 9.635, 6.671], [0.834, 8.820, 2.571], [-1.125, 9.313, 1.146], [-2.789, 10.995, 1.871], [-2.474, 12.197, 4.017], [1.926, -7.091, -11.690], [3.220, -7.327, -12.140], [4.293, -7.197, -11.275], [4.077, -6.825, -9.955], [2.779, -6.576, -9.504], [1.705, -6.716, -10.376], [2.519, -6.148, -8.101], [1.389, -5.937, -7.708], [3.693, -5.983, -7.197], [3.486, -5.554, -5.892], [4.561, -5.406, -5.033], [5.850, -5.690, -5.471], [6.063, -6.117, -6.770], [4.988, -6.261, -7.638], [5.247, -6.708, -9.039], [6.369, -6.964, -9.414], [1.090, -7.200, -12.367], [3.391, -7.614, -13.169], [5.304, -7.384, -11.610], [0.704, -6.529, -10.013], [2.477, -5.345, -5.562], [4.398, -5.073, -4.016], [6.688, -5.580, -4.796], [7.058, -6.342, -7.126], [-1.963, -5.744, 5.017], [-0.689, -6.176, 4.662], [0.417, -5.728, 5.363], [0.257, -4.836, 6.417], [-1.020, -4.393, 6.764], [-2.129, -4.855, 6.065], [-1.222, -3.413, 7.872], [-2.332, -3.027, 8.168], [-0.012, -2.919, 8.589], [-0.167, -1.982, 9.602], [0.942, -1.518, 10.289], [2.210, -1.991, 9.970], [2.372, -2.923, 8.958], [1.263, -3.388, 8.262], [1.464, -4.377, 7.165], [2.567, -4.792, 6.883], [-2.827, -6.099, 4.471], [-0.562, -6.867, 3.840], [1.413, -6.063, 5.106], [-3.112, -4.510, 6.352], [-1.159, -1.627, 9.844], [0.820, -0.788, 11.078], [3.074, -1.632, 10.513], [3.351, -3.299, 8.700]], "fmax_ha_per_bohr": 0.0130, "charge": 1, "e_tot_ev": -99980.751, "lumo_ev": -4.37}